39
Properties=species:S:1:pos:R:3:forces:R:3:lowdin_charge:R:1 method="wB97M-V/def2-TZVPD" orbital_gap_ev=8.37 molar_mass_da=234.2 total_energy_ev=-27034.77517 e_above_lowest_kj_mol=692.0 largest_force_ev_per_a=7.6 homo_ev=-8.85
H 0.846 -0.340 -0.224 1.2 -0.4 -2.1 -0.01
H -0.196 -0.176 0.726 0.9 -0.5 0.5 0.00
H -1.654 -2.363 -0.491 0.7 0.1 0.2 0.00
H -1.569 -3.221 -1.712 0.2 -0.3 1.2 0.07
H -2.782 -1.848 1.384 0.3 1.5 0.3 0.01
H -4.273 -2.484 1.286 2.8 0.0 0.4 0.13
H 2.766 -2.377 0.626 1.4 1.4 -2.4 0.11
H 3.969 -2.398 -0.470 -0.7 0.2 0.5 0.05
H -0.836 2.961 -1.795 -1.1 1.6 0.4 -0.02
H 0.275 2.052 -1.724 -0.4 0.1 -1.2 0.06
H -3.365 -2.681 -0.522 0.1 -0.3 -0.4 0.03
H -3.365 -1.452 -1.357 -1.1 1.7 -0.5 0.03
H -2.362 0.883 1.546 -0.6 0.5 1.2 0.04
H -1.257 1.315 0.580 -1.8 -1.5 0.6 0.08
H -2.366 2.476 -0.822 -1.6 0.1 0.3 0.00
H -3.843 2.355 -0.350 -1.4 -1.9 0.8 -0.01
H -0.338 4.307 0.635 -1.0 -1.3 2.2 0.09
H -0.929 4.325 2.120 0.2 -0.4 -0.7 0.05
H 1.232 -0.024 -2.255 0.1 0.0 -0.2 0.03
H 1.833 -1.212 -2.918 -1.0 -3.4 -1.1 0.00
H 4.035 -1.142 1.860 -0.2 0.3 0.6 0.01
H 5.030 -0.153 2.182 1.4 1.3 -0.5 0.00
H 4.986 1.145 -2.004 3.5 1.0 -0.5 -0.03
H 4.028 -0.023 -2.310 0.0 2.0 0.9 0.05
H -0.223 -0.229 2.526 -0.7 -0.6 -0.3 -0.03
H -0.248 1.012 3.510 1.2 -1.7 -1.1 0.08
O 0.766 -0.400 0.700 -1.8 0.3 0.7 -0.04
O -1.575 -3.272 -0.737 6.4 -4.1 1.1 -0.12
O -3.259 -2.650 1.293 -3.5 -1.3 0.0 -0.05
O 3.256 -1.828 -0.113 -0.8 -1.8 2.0 -0.11
O -0.439 2.327 -2.354 1.7 -1.5 0.8 -0.02
O -3.103 -2.352 -1.397 -5.9 2.7 -2.1 -0.12
O -1.982 0.600 0.734 2.4 1.2 -1.5 -0.06
O -3.220 2.946 -0.677 2.6 1.8 -1.2 -0.04
O -0.706 3.716 1.387 0.8 1.6 -1.5 -0.10
O 2.038 -0.377 -2.641 0.5 3.0 0.8 0.00
O 4.369 -0.635 2.628 -1.2 -1.4 -0.2 -0.05
O 4.130 0.883 -1.882 -3.1 -2.5 -0.2 -0.06
O 0.335 0.333 3.031 -0.6 2.6 2.4 -0.07